C19H44F6N6O14PS2 | ωB97M-V/def2-TZVPD

```
92
Properties=species:S:1:pos:R:3:forces:R:3
P -0.8249 -0.0653 0.1880 1.2 0.7 -1.0
F -0.4053 -0.4457 -1.3770 -0.7 -1.0 0.9
F -1.8666 0.9793 -0.4597 -0.1 0.4 0.7
F -2.0553 -1.1368 0.3241 0.6 0.1 -0.4
F -1.0439 0.4167 1.7107 -1.0 0.6 0.0
F 0.1908 -1.1422 0.7844 0.5 -1.1 -0.4
F 0.4243 1.0117 0.0947 -0.6 0.2 0.1
C 2.3936 0.2442 -8.7596 0.1 0.6 -5.5
O 2.7874 0.5749 -9.8530 0.6 1.3 -2.2
N 1.2197 -0.1667 -8.5194 -7.0 -1.8 1.0
N 3.1456 0.0908 -7.7846 5.9 -0.5 6.6
H 1.0551 -0.6507 -7.6483 -0.5 0.2 -0.4
H 0.4698 -0.1075 -9.1934 0.4 0.0 0.2
H 4.1382 0.1153 -7.9697 -0.2 0.1 0.5
H 2.7635 -0.2173 -6.9019 0.8 0.1 -0.1
C 1.9004 -6.0649 4.1354 0.9 -3.4 0.8
O 2.0207 -7.2330 4.4559 0.0 -1.2 0.7
N 2.7839 -5.4589 3.3984 2.1 2.1 -2.0
N 0.9019 -5.3207 4.5068 -2.6 1.5 0.8
H 2.3792 -4.7208 2.8402 1.2 0.1 -0.3
H 3.6905 -5.8875 3.2780 -0.4 0.3 -0.5
H 0.1199 -5.8901 4.7973 -0.3 0.8 -0.1
H 0.8592 -4.4162 4.0595 -0.9 -0.1 0.5
C -7.6562 -1.9425 4.3677 0.3 0.9 0.3
O -8.5755 -2.1368 5.1202 -1.4 -0.8 0.5
N -7.0797 -0.7414 4.2717 0.1 1.7 0.5
N -7.0550 -2.7941 3.5596 0.6 -3.0 -1.6
H -7.7072 -0.0504 4.6576 1.0 0.6 -0.1
H -6.2192 -0.6336 3.7541 -0.5 0.8 0.2
H -6.3365 -2.4787 2.9237 -0.4 -0.2 0.1
H -7.5320 -3.6566 3.3388 0.3 0.1 0.2
C -3.9944 7.2625 1.1974 2.3 0.3 -0.3
C -3.3050 7.7500 -0.1252 1.8 -3.1 1.7
O -4.1403 8.6803 -0.5822 -4.0 2.8 -1.6
S -5.7088 8.0705 -0.4525 -2.5 0.3 -1.2
O -6.0984 7.0927 -1.4750 1.8 1.7 1.8
O -6.7201 9.1282 -0.2600 3.2 -1.9 0.2
O -5.3396 7.2850 0.8957 -2.5 -0.1 -0.7
H -3.8542 7.9681 2.0163 0.4 0.1 -0.1
H -3.6431 6.2825 1.5203 -0.4 -0.1 -0.2
H -3.2231 6.9876 -0.8998 0.1 -0.7 0.3
H -2.2824 8.0758 0.0651 -0.3 0.7 0.0
C -10.7470 1.0021 -1.4736 -0.4 -0.6 2.8
C -9.4945 0.3711 -1.9397 2.1 -0.7 -1.6
O -9.8279 -0.0382 -3.2732 -1.6 -0.5 -2.1
S -11.4094 0.2650 -3.7489 0.3 -2.1 0.5
O -12.2453 -0.9018 -3.4126 1.7 2.6 -0.3
O -11.5091 0.7289 -5.1342 0.7 0.0 3.4
O -11.5284 1.4012 -2.5498 -1.0 0.1 -2.4
H -10.6884 1.7911 -0.7239 0.3 0.3 -0.5
H -11.2047 0.1751 -0.9307 -0.8 0.0 -0.1
H -9.1443 -0.5074 -1.3977 -0.9 -0.3 0.4
H -8.5249 0.8535 -2.0629 -0.5 1.3 0.1
C 0.4317 -8.9103 -3.6873 -2.3 0.6 1.8
C 0.5364 -7.4090 -4.0479 1.5 -0.8 -1.0
C 2.1130 -7.1646 -3.7596 -2.1 0.1 -0.4
O 2.6237 -8.4983 -3.8175 1.5 1.8 0.8
C 1.7400 -9.2873 -3.0718 0.2 -1.9 -1.9
H 0.0867 -9.5487 -4.5007 0.5 0.1 -0.1
H -0.3240 -9.0155 -2.9089 -0.4 -0.1 0.0
H -0.2279 -6.7690 -3.6069 0.5 0.0 0.4
H 0.3475 -7.3990 -5.1213 0.2 0.5 -0.1
H 2.2242 -6.6497 -2.8053 0.1 -0.5 0.5
H 2.6104 -6.4892 -4.4557 0.0 -0.6 -0.4
H 1.8035 -9.3187 -1.9841 0.1 0.9 0.1
H 1.9727 -10.2988 -3.4049 0.1 -0.3 0.3
C 7.8268 3.0191 -3.1139 -0.1 -1.5 -1.3
C 7.5704 3.0263 -1.6505 1.1 1.1 1.3
C 8.9540 3.4605 -1.1301 0.8 -1.5 1.4
O 9.9297 2.7810 -1.9656 -1.4 1.7 -0.2
C 9.3731 2.9863 -3.2468 -0.2 -1.0 -1.7
H 7.2272 3.7322 -3.6796 0.6 0.5 0.0
H 7.4877 2.0598 -3.5048 -0.2 0.0 -0.1
H 7.3724 2.0282 -1.2598 -0.4 0.3 0.1
H 6.8495 3.7945 -1.3708 -0.3 -0.5 0.2
H 9.1950 3.0444 -0.1519 -0.3 0.3 0.3
H 9.1110 4.5376 -1.0712 0.0 0.2 -0.5
H 9.6609 2.1065 -3.8224 0.0 0.0 -0.2
H 9.7345 3.8206 -3.8479 0.4 0.6 0.6
C 5.2691 3.1889 8.9935 0.2 -0.7 -1.1
C 4.4825 3.4753 7.6545 1.3 -1.0 0.3
C 4.8855 2.1787 6.8083 1.0 1.9 1.7
O 6.3408 2.0919 7.1866 -1.5 -0.6 -0.1
C 6.6183 2.6396 8.5273 -1.4 -0.4 -1.7
H 4.7991 2.2957 9.4051 -0.4 0.2 0.4
H 5.3958 3.9116 9.7996 -0.4 0.4 -0.4
H 4.9417 4.2792 7.0791 -0.2 0.4 0.3
H 3.4385 3.6735 7.8973 0.0 -0.2 -0.5
H 4.8389 2.3001 5.7261 0.2 0.3 0.1
H 4.2365 1.3316 7.0302 0.5 -0.4 0.5
H 7.3964 3.3760 8.3267 0.1 -0.1 0.6
H 6.8735 1.8207 9.1998 0.7 0.1 -0.1
```
Forces are in eV/Å.

Computed properties:
Net charge: -1

Atom charges from the Mulliken analysis, given in e for atoms 1 to 6: atom 1 (P): 1.15, atom 2 (F): -0.38, atom 3 (F): -0.35, atom 4 (F): -0.36, atom 5 (F): -0.35, atom 6 (F): -0.34

---

C20H30FGaN2O7PSi2Te | ωB97M-V/def2-TZVPD

```
65
Properties=species:S:1:pos:R:3:forces:R:3
Ga -0.7034 0.3572 0.2762 -0.1 0.2 -0.1
C -2.6653 2.3058 -2.0949 0.0 0.0 0.0
Si -1.3050 2.4182 -0.7856 0.1 0.0 0.0
C -1.6402 3.9525 0.2603 0.0 0.0 0.0
C 0.3215 2.7440 -1.7399 0.0 0.0 0.0
C 0.4623 3.9537 -2.4295 0.0 0.0 0.0
C 1.6033 4.2633 -3.1530 0.0 0.0 0.0
C 2.6459 3.3481 -3.2062 0.0 0.0 0.0
C 2.5265 2.1430 -2.5318 0.0 0.0 0.0
C 1.3854 1.8155 -1.7891 0.0 0.0 0.0
Si 1.3571 0.1176 -0.9138 0.1 0.0 0.1
C 1.2428 -1.1909 -2.2739 0.0 0.0 0.0
C 3.0484 -0.1025 -0.0909 0.0 0.0 0.0
H -2.7219 3.2221 -2.6903 0.0 0.0 0.0
H -3.6400 2.1374 -1.6311 0.0 0.0 0.0
H -2.4726 1.4698 -2.7704 0.0 0.0 0.0
H -1.7829 4.8399 -0.3634 0.0 0.0 0.0
H -0.8021 4.1317 0.9358 0.0 0.0 0.0
H -2.5378 3.8163 0.8675 0.0 0.0 0.0
H -0.3449 4.6807 -2.3984 0.0 0.0 0.0
H 1.6801 5.2114 -3.6731 0.0 0.0 0.0
H 3.5447 3.5724 -3.7693 0.0 0.0 0.0
H 3.3501 1.4359 -2.5842 0.0 0.0 0.0
H 1.9714 -0.9977 -3.0674 0.0 0.0 0.0
H 0.2446 -1.2023 -2.7187 0.0 0.0 0.0
H 1.4343 -2.1801 -1.8528 0.0 0.0 0.0
H 3.8338 -0.2326 -0.8413 0.0 0.0 0.0
H 3.0608 -0.9909 0.5463 0.0 0.0 0.0
H 3.3025 0.7694 0.5145 0.0 0.0 0.0
C -4.5876 -4.6718 0.0856 0.0 0.0 0.0
C -3.5616 -4.0969 1.0398 0.0 0.0 0.0
O -3.1801 -2.7783 0.6339 0.0 0.0 0.0
P -1.8195 -2.5242 -0.1682 0.1 0.1 0.0
O -1.8470 -1.0374 -0.4712 -0.1 -0.1 0.2
Te 0.0667 -3.4058 0.9368 0.0 0.0 0.0
O -2.0929 -3.2338 -1.5844 0.0 -0.1 0.0
C -1.3852 -4.3704 -2.0896 0.0 0.0 0.0
C -1.7787 -4.5402 -3.5382 0.0 0.0 0.0
H -4.8825 -5.6710 0.4131 0.0 0.0 0.0
H -4.1804 -4.7406 -0.9232 0.0 0.0 0.0
H -5.4761 -4.0409 0.0517 0.0 0.0 0.0
H -2.6745 -4.7325 1.1130 0.0 0.0 0.0
H -3.9729 -3.9935 2.0441 0.0 0.0 0.0
H -1.6458 -5.2529 -1.4984 0.0 0.0 0.0
H -0.3126 -4.2068 -1.9788 0.0 0.0 0.0
H -2.8532 -4.7009 -3.6334 0.0 0.0 0.0
H -1.2584 -5.3981 -3.9676 0.0 0.0 0.0
H -1.5120 -3.6500 -4.1079 0.0 0.0 0.0
F 4.0995 1.3438 6.3540 0.0 0.0 0.0
C 3.4282 1.5622 5.2123 0.0 0.0 0.0
C 2.6324 0.6239 4.6888 0.0 0.0 0.0
N 1.9447 0.8191 3.5210 0.0 0.0 0.0
C 1.0280 -0.1844 2.9876 0.0 0.0 0.0
C -0.4258 0.2905 3.1479 0.0 0.0 0.0
O -0.7717 0.6703 4.2505 0.0 0.0 0.0
O -1.1880 0.2170 2.1093 0.0 -0.1 0.0
C 1.9778 2.0274 2.8645 0.0 0.0 0.0
O 1.3219 2.2591 1.8699 0.0 0.0 0.0
N 2.8310 2.9646 3.4196 0.0 0.0 0.0
C 3.5928 2.8593 4.5782 0.0 0.0 0.0
O 4.2917 3.7678 4.9719 0.0 0.0 0.0
H 2.4965 -0.3341 5.1691 0.0 0.0 0.0
H 1.1409 -1.0927 3.5766 0.0 0.0 0.0
H 1.2863 -0.4062 1.9558 0.0 0.0 0.0
H 2.8685 3.8495 2.9344 0.0 0.0 0.0
```
Forces are in eV/Å.

Computed properties:
Net charge: -1

Atom charges from the natural (NBO) analysis, given in e for atoms 1 to 6: atom 1 (Ga): 1.06, atom 2 (C): -1.08, atom 3 (Si): 1.00, atom 4 (C): -1.09, atom 5 (C): -0.41, atom 6 (C): -0.20

---

| no. | gap between HOMO and LUMO (eV) | HOMO level (eV) |
| --- | --- | --- |
| 1 | 9.68 | -8.08 |
| 2 | 6.82 | -4.56 |